*i*
{
  "formula": "C24H66N6O6",
  "method": "ωB97M-V with the def2-TZVPD basis set",
  "molar_mass_da": 534.8,
  "smiles": "COC[C@H](C)N.COC[C@H](C)N.COC[C@H](C)N.COC[C@H](C)N.COC[C@H](C)N.COC[C@H](C)N",
  "gap_ev": 9.60,
  "homo_energy_ev": -9.06,
  "symbols": ["C", "C", "C", "O", "C", "N", "H", "H", "H", "H", "H", "H", "H", "H", "H", "H", "H", "C", "C", "C", "O", "C", "N", "H", "H", "H", "H", "H", "H", "H", "H", "H", "H", "H", "C", "C", "C", "O", "C", "N", "H", "H", "H", "H", "H", "H", "H", "H", "H", "H", "H", "C", "C", "C", "O", "C", "N", "H", "H", "H", "H", "H", "H", "H", "H", "H", "H", "H", "C", "C", "C", "O", "C", "N", "H", "H", "H", "H", "H", "H", "H", "H", "H", "H", "H", "C", "C", "C", "O", "C", "N", "H", "H", "H", "H", "H", "H", "H", "H", "H", "H", "H"],
  "xyz": [[-0.21261, -1.70160, 2.23341], [-0.03399, -3.16099, 2.64338], [-0.89556, -4.08519, 1.83214], [-2.22640, -3.65588, 1.83248], [-3.10920, -4.56496, 1.18851], [1.37067, -3.59615, 2.52546], [-1.23046, -1.44700, 1.92467], [0.41548, -1.38087, 1.39471], [-0.03085, -0.93747, 2.99898], [-0.26664, -3.21979, 3.71021], [-0.81042, -5.11573, 2.21078], [-0.50842, -4.13131, 0.79323], [-2.58634, -5.04658, 0.36109], [-3.96669, -3.98628, 0.85082], [-3.47524, -5.29483, 1.91804], [1.58088, -3.78319, 1.55398], [1.98003, -2.86999, 2.87617], [-7.40062, -2.57581, 4.14894], [-6.05142, -1.95811, 3.81424], [-5.86920, -0.62549, 4.48975], [-6.82965, 0.28837, 4.01166], [-6.55770, 1.60040, 4.41974], [-4.95555, -2.86114, 4.21556], [-7.38408, -3.36544, 4.90277], [-7.92062, -3.01713, 3.29330], [-8.10365, -1.83255, 4.53741], [-6.02742, -1.80915, 2.72890], [-4.84026, -0.25611, 4.32436], [-5.94831, -0.63999, 5.59009], [-7.31287, 2.26804, 4.01052], [-5.58063, 1.94617, 4.05282], [-6.56010, 1.69505, 5.51451], [-4.75910, -3.51338, 3.46669], [-4.09182, -2.34467, 4.34766], [2.88142, 3.42491, 1.68312], [2.87216, 4.25273, 0.40049], [3.80889, 3.65175, -0.65686], [5.12496, 3.47835, -0.18239], [5.88879, 4.65306, -0.22285], [1.53844, 4.35645, -0.20826], [3.86330, 3.39476, 2.16381], [2.58172, 2.39735, 1.47739], [2.22716, 3.90228, 2.41811], [3.24107, 5.26781, 0.57747], [3.78078, 4.25998, -1.57017], [3.42182, 2.66853, -0.95152], [5.33013, 5.51602, 0.16638], [6.22417, 4.89601, -1.23484], [6.72434, 4.51899, 0.46249], [1.11936, 3.42780, -0.22457], [0.92511, 4.82994, 0.45198], [1.68111, 1.05360, -3.79756], [2.28589, 0.12980, -4.82139], [2.45857, 0.77950, -6.15866], [2.63764, -0.21300, -7.14410], [2.31200, 0.22770, -8.43015], [3.54989, -0.43156, -4.28488], [1.87483, 0.73425, -2.77790], [0.60445, 1.19019, -3.92363], [2.05147, 2.08221, -3.92281], [1.65274, -0.75604, -4.93206], [3.31225, 1.47638, -6.16499], [1.59092, 1.42027, -6.39095], [2.34579, -0.59911, -9.13753], [3.01732, 0.99308, -8.78892], [1.30499, 0.66232, -8.47838], [4.17198, 0.32368, -4.01928], [3.99348, -1.01154, -4.98571], [-0.86207, 2.39866, -1.67373], [-0.83654, 2.08705, -0.19853], [-2.07316, 1.39479, 0.32909], [-1.86097, 1.12371, 1.69287], [-2.93550, 0.48781, 2.34431], [0.38911, 1.26565, 0.13091], [-1.13461, 1.50487, -2.24657], [0.07445, 2.81278, -2.02912], [-1.69605, 3.07643, -1.88857], [-0.67377, 2.96149, 0.44064], [-2.27109, 0.45631, -0.21683], [-2.96968, 2.02290, 0.19725], [-2.53784, -0.00729, 3.22898], [-3.48053, -0.17599, 1.66967], [-3.62985, 1.24033, 2.74762], [0.18691, 0.95269, 1.07710], [0.38373, 0.45175, -0.48438], [4.74864, -1.75239, -0.82358], [3.40660, -1.05674, -0.68976], [2.26579, -1.96930, -1.09035], [1.12150, -1.19432, -1.38608], [0.07748, -1.94529, -1.98401], [3.24053, -0.63907, 0.72930], [4.82101, -2.53340, -0.06584], [5.53829, -1.02094, -0.62354], [4.95556, -2.12828, -1.82441], [3.39234, -0.18169, -1.34545], [2.03592, -2.71651, -0.31942], [2.56831, -2.52054, -1.99306], [-0.36366, -2.64294, -1.26845], [0.44715, -2.45713, -2.87929], [-0.65176, -1.21142, -2.33031], [3.82294, 0.18683, 0.86029], [2.30062, -0.25051, 0.80549]]
}

*ii*
{
  "formula": "C24H66N6O6",
  "method": "ωB97M-V with the def2-TZVPD basis set",
  "molar_mass_da": 534.8,
  "smiles": "COC[C@H](C)N.COC[C@H](C)N.COC[C@H](C)N.COC[C@H](C)N.COC[C@H](C)N.COC[C@H](C)N",
  "gap_ev": 9.02,
  "homo_energy_ev": -8.29,
  "symbols": ["C", "C", "C", "O", "C", "N", "H", "H", "H", "H", "H", "H", "H", "H", "H", "H", "H", "C", "C", "C", "O", "C", "N", "H", "H", "H", "H", "H", "H", "H", "H", "H", "H", "H", "C", "C", "C", "O", "C", "N", "H", "H", "H", "H", "H", "H", "H", "H", "H", "H", "H", "C", "C", "C", "O", "C", "N", "H", "H", "H", "H", "H", "H", "H", "H", "H", "H", "H", "C", "C", "C", "O", "C", "N", "H", "H", "H", "H", "H", "H", "H", "H", "H", "H", "H", "C", "C", "C", "O", "C", "N", "H", "H", "H", "H", "H", "H", "H", "H", "H", "H", "H"],
  "xyz": [[23.32047, -27.10790, 28.79111], [23.48035, -25.56063, 28.58986], [24.76273, -25.09520, 28.04383], [25.76949, -25.39158, 29.01354], [27.03554, -24.70000, 28.72202], [22.39041, -25.06505, 27.86241], [23.42883, -27.71962, 27.87845], [22.29233, -27.39890, 29.27475], [23.94482, -27.52744, 29.53999], [23.49857, -25.06931, 29.70181], [24.68111, -24.02210, 27.84816], [25.06389, -25.59461, 27.13741], [27.25099, -24.54670, 27.55299], [27.71374, -25.40034, 29.02147], [27.22347, -23.61647, 28.98671], [22.29644, -24.13052, 28.02293], [22.72537, -25.10165, 26.90849], [19.79799, -27.75994, 35.51215], [20.19514, -26.74088, 36.67274], [20.08721, -25.28899, 36.20397], [21.07045, -25.02131, 35.16192], [21.38522, -23.59155, 35.18058], [19.43013, -26.88382, 37.86570], [18.84027, -27.19610, 35.07387], [19.32038, -28.67317, 36.00540], [20.40325, -28.15751, 34.76304], [21.37051, -26.96187, 36.94027], [20.23528, -24.79637, 37.06635], [19.02975, -24.93276, 35.68438], [21.84037, -23.30297, 35.96031], [20.30516, -23.26348, 34.81187], [22.12096, -23.42238, 34.45794], [19.72597, -26.20731, 38.55734], [18.55186, -26.59972, 37.85759], [19.75160, -21.20397, 29.29881], [20.20514, -22.57437, 29.78346], [21.69238, -22.63038, 30.20116], [22.59965, -22.37227, 29.10034], [23.93794, -21.91422, 29.38990], [19.37716, -22.98536, 30.97147], [19.93103, -20.52902, 30.19441], [18.69854, -21.28191, 28.78229], [20.41719, -20.74910, 28.69664], [19.97715, -23.37703, 29.10328], [22.06428, -23.52629, 30.46607], [21.99055, -21.69240, 30.87294], [23.68562, -21.18849, 30.02331], [24.54810, -21.70200, 28.47248], [24.70747, -22.65277, 29.93183], [18.35989, -22.87214, 30.71875], [19.45924, -24.04627, 31.12387], [17.53642, -26.92375, 28.65969], [18.77713, -26.03349, 28.76025], [19.68368, -26.33527, 30.04062], [18.78144, -25.98700, 31.04243], [19.28958, -26.03611, 32.35534], [19.63407, -26.30468, 27.60909], [17.68301, -27.92502, 28.84970], [16.90729, -26.62699, 27.76974], [16.94509, -26.59622, 29.56842], [18.56222, -25.11173, 28.83308], [20.59600, -25.82205, 29.93265], [19.81531, -27.48966, 30.31704], [19.66345, -27.16754, 32.66899], [18.52600, -25.65632, 33.07455], [19.98960, -25.19316, 32.58477], [19.90467, -27.36464, 27.50178], [20.34221, -25.57978, 27.52254], [20.98441, -29.35447, 26.78422], [20.17433, -28.85954, 25.51569], [18.64374, -29.02028, 25.68816], [18.49682, -30.47703, 26.18690], [17.03967, -30.61253, 26.40631], [20.57764, -27.45467, 25.23866], [22.13009, -29.40013, 26.46715], [20.69052, -30.36465, 27.01826], [20.88893, -28.79676, 27.76675], [20.43693, -29.49501, 24.75610], [18.17045, -28.52979, 24.84257], [18.51198, -28.55667, 26.52533], [16.65742, -30.05656, 27.14962], [16.78692, -31.61513, 26.51740], [16.55179, -30.09276, 25.52892], [19.97455, -27.11779, 24.46079], [20.23560, -26.96359, 25.92871], [16.39558, -28.54839, 32.24503], [17.39602, -29.68048, 32.83828], [16.62891, -30.81489, 33.41511], [16.02465, -30.22777, 34.54213], [15.25820, -31.19867, 35.37224], [18.09263, -30.08212, 31.53607], [15.69801, -29.12939, 31.59775], [16.87341, -27.87452, 31.68193], [15.97287, -28.05455, 33.02914], [18.16032, -29.17608, 33.52198], [17.34767, -31.56291, 33.66490], [15.94628, -30.96958, 32.83015], [14.45995, -31.73712, 34.81804], [14.96244, -30.72953, 36.21142], [15.96234, -31.86190, 35.82038], [18.77082, -30.98006, 31.58901], [18.58650, -29.16741, 31.28158]]
}

Most stable of them? *i*.

*i*
{
  "formula": "C35H49Sn",
  "method": "ωB97M-V with the def2-TZVPD basis set",
  "molar_mass_da": 588.5,
  "gap_ev": 4.55,
  "homo_energy_ev": -2.50,
  "total_charge": -1,
  "symbols": ["C", "C", "C", "C", "Sn", "C", "C", "C", "C", "C", "C", "C", "C", "C", "C", "C", "C", "H", "H", "H", "H", "H", "H", "H", "H", "H", "H", "H", "H", "H", "H", "H", "H", "H", "H", "H", "H", "H", "H", "H", "H", "H", "H", "H", "H", "H", "H", "H", "H", "H", "H", "H", "H", "C", "C", "C", "C", "C", "C", "C", "C", "C", "C", "C", "C", "C", "C", "C", "C", "C", "C", "C", "H", "H", "H", "H", "H", "H", "H", "H", "H", "H", "H", "H", "H"],
  "xyz": [[2.63157, 0.54470, -3.76185], [1.36652, -0.10930, -3.20308], [1.19099, -1.43042, -3.95140], [0.17910, 0.82090, -3.49183], [-1.81086, 0.25271, -2.76012], [-2.52419, 1.91698, -1.54482], [-1.47531, 2.23794, -0.45512], [-1.99177, 1.87813, 0.93587], [-1.00141, 3.69123, -0.52901], [-3.19207, -0.15016, -4.41468], [-2.77089, 0.29203, -5.82948], [-2.76499, 1.81458, -5.97255], [-3.70065, -0.31890, -6.88307], [-1.48158, -1.50525, -1.49206], [-2.27964, -2.75059, -1.91543], [-3.75862, -2.61114, -1.55329], [-1.70376, -4.01835, -1.27611], [-2.19265, -2.85570, -3.01188], [2.48219, 0.72118, -4.83284], [2.84094, 1.50296, -3.28581], [3.51272, -0.09162, -3.64403], [1.47765, -0.27034, -2.08776], [1.07373, -1.22173, -5.02400], [2.07030, -2.07542, -3.83924], [0.31859, -2.00759, -3.63606], [0.36677, 1.82307, -3.09319], [0.06591, 0.89984, -4.58042], [-2.67684, 2.73558, -2.25982], [-3.48461, 1.56986, -1.14224], [-0.57752, 1.61261, -0.62348], [-2.92583, 2.41624, 1.14659], [-2.18478, 0.80092, 1.03184], [-1.25657, 2.13844, 1.70767], [-1.84742, 4.37609, -0.39325], [-0.25365, 3.89042, 0.24926], [-0.53249, 3.90775, -1.49683], [-3.30573, -1.24219, -4.37191], [-4.15668, 0.31069, -4.16056], [-1.75104, -0.08887, -6.01145], [-3.76944, 2.21785, -5.78307], [-2.06625, 2.30042, -5.28031], [-2.47047, 2.10549, -6.98979], [-4.72438, 0.03552, -6.72219], [-3.39348, -0.03692, -7.89536], [-3.69988, -1.41046, -6.82296], [-0.40145, -1.69249, -1.55743], [-1.71894, -1.22999, -0.45489], [-3.86656, -2.50066, -0.46575], [-4.23440, -1.74723, -2.03401], [-4.31370, -3.50473, -1.86743], [-1.76974, -3.94901, -0.18438], [-2.25882, -4.90457, -1.60260], [-0.65373, -4.16259, -1.55029], [2.19061, -0.07198, 4.23172], [0.76308, -0.08621, 4.45883], [-0.08225, 0.93769, 3.96526], [-1.44490, 0.95231, 4.25731], [-2.00868, -0.06442, 5.04494], [-1.19009, -1.08880, 5.54701], [0.17268, -1.08786, 5.26685], [3.07556, -1.22138, 4.37058], [4.41905, -0.72853, 4.51757], [5.46382, -1.57889, 4.84120], [5.22418, -2.95642, 4.92917], [3.92096, -3.46124, 4.74753], [2.84545, -2.59698, 4.47862], [4.38183, 0.72216, 4.46204], [3.00907, 1.12861, 4.30367], [2.68229, 2.47728, 4.47129], [3.71111, 3.42094, 4.62942], [5.05348, 3.01424, 4.75001], [5.37941, 1.64876, 4.72505], [0.35779, 1.72203, 3.34933], [-2.07160, 1.76587, 3.88922], [-3.07861, -0.06487, 5.25436], [-1.61386, -1.88240, 6.16153], [0.81445, -1.84546, 5.71639], [6.44517, -1.14445, 5.01962], [6.04580, -3.64827, 5.13322], [3.73861, -4.53630, 4.83769], [1.83374, -2.98702, 4.36914], [1.63853, 2.78493, 4.51139], [3.46005, 4.48582, 4.67112], [5.83776, 3.76711, 4.86084], [6.39131, 1.29580, 4.89602]]
}

*ii*
{
  "formula": "C35H49Sn",
  "method": "ωB97M-V with the def2-TZVPD basis set",
  "molar_mass_da": 588.5,
  "gap_ev": 4.67,
  "homo_energy_ev": -2.18,
  "total_charge": -1,
  "symbols": ["C", "C", "C", "C", "Sn", "C", "C", "C", "C", "C", "C", "C", "C", "C", "C", "C", "C", "H", "H", "H", "H", "H", "H", "H", "H", "H", "H", "H", "H", "H", "H", "H", "H", "H", "H", "H", "H", "H", "H", "H", "H", "H", "H", "H", "H", "H", "H", "H", "H", "H", "H", "H", "H", "C", "C", "C", "C", "C", "C", "C", "C", "C", "C", "C", "C", "C", "C", "C", "C", "C", "C", "C", "H", "H", "H", "H", "H", "H", "H", "H", "H", "H", "H", "H", "H"],
  "xyz": [[3.09587, 0.52745, -0.63488], [1.75310, -0.14625, -0.56784], [1.78983, -1.59612, -0.90942], [0.82513, 0.56088, -1.52550], [-1.30532, 0.11685, -1.95665], [-2.40528, 1.97001, -1.54704], [-1.88003, 2.81810, -0.36738], [-2.82776, 2.77573, 0.83028], [-1.58233, 4.25447, -0.81599], [-2.25348, -0.49049, -3.85503], [-1.99473, 0.22486, -5.16299], [-2.20896, 1.73839, -5.14989], [-2.89490, -0.30882, -6.28213], [-2.01024, -1.43224, -0.60127], [-2.45683, -2.75371, -1.31076], [-3.98173, -2.77927, -1.34500], [-1.79932, -3.98274, -0.67513], [-2.12558, -2.75712, -2.36091], [3.47010, 0.60011, -1.67071], [3.06248, 1.54499, -0.26620], [3.87429, 0.03175, -0.05284], [1.54118, -0.05027, 0.82488], [2.21953, -1.75191, -1.91687], [2.37694, -2.20737, -0.19575], [0.78741, -2.02961, -0.92221], [0.70000, 1.63461, -1.30642], [1.28732, 0.45547, -2.53918], [-2.37462, 2.56537, -2.46918], [-3.44338, 1.66998, -1.38482], [-0.91652, 2.39668, -0.01803], [-3.79061, 3.25778, 0.56883], [-3.03449, 1.75646, 1.13554], [-2.41178, 3.32138, 1.69399], [-2.53524, 4.75268, -1.08088], [-1.09574, 4.84868, -0.04291], [-0.95334, 4.26573, -1.71088], [-2.01926, -1.55085, -3.93360], [-3.29358, -0.43452, -3.52825], [-0.94976, 0.00907, -5.42257], [-3.23220, 2.01196, -4.85318], [-1.48848, 2.28481, -4.54243], [-2.06712, 2.08335, -6.18150], [-3.94520, -0.09518, -6.07253], [-2.62955, 0.19607, -7.20990], [-2.78299, -1.38069, -6.44215], [-1.24523, -1.61602, 0.15194], [-2.86361, -0.91537, -0.15882], [-4.37578, -2.76291, -0.31879], [-4.38799, -1.90870, -1.85669], [-4.37436, -3.67778, -1.84600], [-2.06624, -4.03646, 0.38432], [-2.12082, -4.91709, -1.17304], [-0.71436, -3.92708, -0.75939], [1.81292, -0.17534, 2.04663], [0.53656, -0.28556, 2.82477], [-0.33980, 0.81222, 2.65775], [-1.57696, 0.86333, 3.35128], [-1.97668, -0.19243, 4.17996], [-1.13383, -1.29959, 4.31214], [0.12745, -1.34565, 3.65988], [2.80621, -1.33871, 2.30579], [4.08690, -0.82603, 2.63746], [5.15310, -1.64533, 2.96472], [5.00417, -3.02396, 2.86400], [3.73344, -3.55163, 2.55872], [2.61638, -2.71773, 2.33007], [4.00573, 0.63367, 2.72947], [2.67564, 1.06984, 2.45871], [2.34476, 2.36323, 2.79292], [3.35565, 3.26039, 3.20193], [4.69156, 2.83021, 3.38104], [4.99735, 1.48936, 3.18135], [-0.03607, 1.60749, 1.97802], [-2.18747, 1.76553, 3.22522], [-2.95734, -0.12790, 4.71327], [-1.45383, -2.14351, 4.93670], [0.76748, -2.21233, 3.81133], [6.09625, -1.17789, 3.30146], [5.84774, -3.69255, 3.01331], [3.58401, -4.63374, 2.53304], [1.61572, -3.11604, 2.13779], [1.31368, 2.72157, 2.75053], [3.09454, 4.28661, 3.42843], [5.45067, 3.54606, 3.68825], [5.99959, 1.09130, 3.39785]]
}

Most stable of them? *i*.